(1)
This record from OMol25 describes a molecular structure, C13H13N7O5Rh. The level of theory is ωB97M-V/def2-TZVPD.

Structure (ORCA input):
```
! wB97M-V def2-TZVPD RIJCOSX def2/J DEFGRID3
* xyz 1 5
Rh -0.39 0.58 -0.56
O 4.46 1.45 3.23
C 3.45 1.27 2.37
C 3.62 0.66 1.13
C 2.50 0.52 0.33
N 1.32 0.95 0.72
C 1.14 1.56 1.89
C 2.19 1.74 2.76
C -0.28 2.05 2.12
O -0.61 2.48 3.19
O -1.02 1.94 1.05
C 2.50 -0.10 -1.05
O 3.50 -0.59 -1.51
O 1.33 -0.04 -1.64
H 5.29 1.11 2.87
H 4.57 0.29 0.78
H 2.05 2.24 3.71
N -2.38 -2.98 0.86
C -2.14 -2.54 2.14
C -1.45 -1.37 2.03
N -1.26 -1.10 0.69
C -1.84 -2.08 0.02
C -1.83 -2.01 -1.43
N -1.40 -0.92 -2.02
C -1.43 -1.16 -3.37
C -1.91 -2.41 -3.59
N -2.15 -2.95 -2.35
H -2.89 -3.80 0.61
H -2.47 -3.09 3.00
H -1.09 -0.72 2.80
H -1.10 -0.43 -4.09
H -2.08 -2.96 -4.50
H -2.48 -3.88 -2.17
N -1.57 2.31 -1.46
N -0.20 2.65 -1.67
H -2.16 2.47 -2.27
H -1.91 2.76 -0.63
H 0.04 3.58 -1.35
H 0.07 2.51 -2.64
*
```

## Properties
Calculated total energy, a.u.: -1373.01131
Kohn-Sham gap (alpha / beta), eV: 9.0 / 7.0
<S²>: 6.01
Lowest unoccupied orbital energy (alpha / beta), eV: -2.77 / -5.11
Energy relative to the best compared isomer or geometry (same formula, charge and spin), kJ/mol: 0.00

---

(2)
This record from OMol25 describes C13H13NS2 in the gas phase in a non-equilibrium geometry. The level of theory is ωB97M-V/def2-TZVPD.

Structure (ORCA input):
```
! wB97M-V def2-TZVPD RIJCOSX def2/J DEFGRID3
* xyz 0 1
S 1.63 3.10 3.03
S 3.05 1.30 1.17
C 1.60 2.17 1.66
C 0.68 0.69 0.12
C 2.00 0.34 0.17
C -2.13 -0.18 -2.29
C -1.80 -1.52 -2.63
C -1.37 0.54 -1.35
C -0.68 -2.10 -1.98
C -0.24 -0.06 -0.76
C 0.12 -1.38 -1.12
N 0.43 1.75 1.02
C -1.22 0.69 2.53
C 2.50 -0.90 -0.49
C 1.38 -1.97 -0.53
C -0.89 1.93 1.62
H -3.02 0.28 -2.79
H -2.36 -2.10 -3.35
H -1.66 1.56 -1.20
H -0.50 -3.15 -2.15
H -0.49 0.46 3.29
H -2.16 0.92 3.02
H -1.34 -0.19 1.89
H 3.36 -1.31 0.05
H 2.83 -0.64 -1.49
H 1.71 -2.85 -1.09
H 1.16 -2.31 0.49
H -0.92 2.84 2.26
H -1.70 2.07 0.89
*
```

## Properties
Calculated total energy, a.u.: -1354.30780
Kohn-Sham gap, eV: 7.9
Lowest unoccupied orbital energy, eV: 0.44
SMILES: CCn1c2c(sc1=S)CCc1ccccc1-2

---

(3)
This record from OMol25 describes a molecular structure, C13H13O5V in a non-equilibrium geometry. The level of theory is ωB97M-V/def2-TZVPD.

Structure (ORCA input):
```
! wB97M-V def2-TZVPD RIJCOSX def2/J DEFGRID3
* xyz -1 2
V 0.33 -0.33 0.41
O -3.38 -1.69 -0.03
C -2.32 -1.13 -0.24
O -1.36 -1.01 0.61
C -2.17 -0.43 -1.62
C -2.32 1.09 -1.40
C -2.54 1.78 -2.77
C -1.10 1.86 -3.32
C -0.36 1.03 -2.26
O -0.99 1.49 -1.05
C -0.80 -0.44 -2.38
C 0.26 -1.51 -1.96
O 0.21 -2.58 -2.56
O 1.14 -1.18 -1.09
H -2.97 -0.83 -2.23
H -3.02 1.38 -0.62
H -2.99 2.77 -2.65
H -3.20 1.18 -3.40
H -0.73 2.88 -3.31
H -0.99 1.46 -4.33
H 0.72 1.19 -2.19
H -0.99 -0.68 -3.42
C 0.85 0.52 2.42
C 0.64 1.81 1.85
C 1.60 2.00 0.85
C 2.40 0.84 0.78
C 1.98 -0.07 1.79
H 0.34 0.13 3.29
H -0.12 2.52 2.15
H 1.72 2.88 0.24
H 3.26 0.71 0.14
H 2.50 -0.96 2.10
*
```

## Properties
Calculated total energy, a.u.: -1823.45368
Kohn-Sham gap (alpha / beta), eV: 5.8 / 5.2
<S²>: 0.76
Lowest unoccupied orbital energy (alpha / beta), eV: 3.13 / 3.13
Energy relative to the best compared isomer or geometry (same formula, charge and spin), kJ/mol: 107.28